22
Properties=species:S:1:pos:R:3:forces:R:3 method="wB97M-V/def2-TZVPD" energy_ev=-23014.0648 s2=0.753 lumo_energy_ev="-0.9 / -1.9" gap_ev="7.38 / 6.33" multiplicity=2 charge=0 mol_weight_g_mol=383.7 e_above_lowest_ev=1.4751
O 1.542 -1.655 -1.033 -0.5 1.0 -0.6
C 0.971 0.602 -4.401 0.6 1.4 -0.1
C 1.422 -0.918 -2.003 0.6 -1.6 0.0
O 1.917 0.427 -5.186 -0.2 0.4 -0.5
O 0.300 -0.545 -4.099 0.2 -1.0 0.4
C 0.109 -0.726 -2.713 -0.8 0.0 0.1
H 2.319 -0.540 -2.533 -0.2 0.3 0.4
H 3.607 3.583 -2.211 0.2 -0.7 -0.6
H -0.436 0.118 -2.267 0.1 0.0 0.0
H -0.480 -1.648 -2.581 0.2 0.4 0.0
Hg 3.592 -1.970 0.359 0.6 0.3 0.0
Li 1.864 2.318 -5.142 -0.2 -0.8 0.3
O 5.628 1.042 -1.546 0.5 -0.2 -0.3
C 5.113 0.105 -0.723 -1.1 0.2 0.2
C 5.261 2.403 -1.347 0.5 0.5 0.3
O 5.287 -1.087 -1.075 0.2 -0.5 -0.3
O 4.411 0.445 0.258 0.0 0.3 0.1
C 3.793 2.664 -1.633 -0.8 -0.2 0.9
H 5.896 2.973 -2.035 0.0 -0.3 0.1
H 5.511 2.706 -0.322 0.0 -0.1 -0.2
H 3.322 2.958 -0.681 -0.2 -0.7 -0.2
H 3.345 1.693 -2.003 0.1 1.5 0.1